{"formula": "C21H18N4O4S", "method": "the ωB97M-V functional and the def2-TZVPD basis", "species": ["C", "O", "C", "C", "C", "C", "N", "C", "C", "O", "C", "C", "C", "C", "C", "C", "C", "C", "N", "C", "N", "N", "C", "S", "C", "C", "O", "O", "C", "C", "H", "H", "H", "H", "H", "H", "H", "H", "H", "H", "H", "H", "H", "H", "H", "H", "H", "H"], "xyz": [[3.2963, 3.3178, -0.3335], [2.5263, 2.7148, 0.6799], [1.4429, 1.9791, 0.3252], [1.0510, 1.7208, -0.9842], [-0.0611, 0.9363, -1.2308], [-0.7941, 0.4154, -0.1773], [-1.9278, -0.3842, -0.4410], [-2.0048, -1.7095, -0.8005], [-0.8318, -2.6154, -0.9347], [-0.2084, -2.8114, 0.3302], [0.8934, -2.1290, 0.7237], [1.0916, -2.1097, 2.0924], [2.1960, -1.4889, 2.6737], [3.1329, -0.8700, 1.8930], [2.9896, -0.8801, 0.4956], [3.9480, -0.2890, -0.3547], [3.7855, -0.3437, -1.7109], [2.6467, -0.9927, -2.2123], [1.7366, -1.5422, -1.4596], [1.8674, -1.5136, -0.1170], [-3.2498, -2.0473, -0.9717], [-4.0228, -0.9770, -0.7420], [-3.2340, 0.0113, -0.4179], [-3.7335, 1.6149, 0.0022], [-5.5097, 1.3828, -0.2913], [-6.0870, 0.1635, 0.3982], [-7.0465, -0.4224, -0.0139], [-5.4852, -0.1183, 1.5535], [-0.4216, 0.6861, 1.1348], [0.6904, 1.4580, 1.3811], [4.0884, 3.8581, 0.1823], [2.7018, 4.0235, -0.9219], [3.7398, 2.5706, -0.9989], [1.6042, 2.1158, -1.8209], [-0.3601, 0.7277, -2.2470], [-1.2054, -3.5942, -1.2457], [-0.1128, -2.2290, -1.6628], [0.3542, -2.5991, 2.7095], [2.2981, -1.4988, 3.7483], [3.9906, -0.3793, 2.3277], [4.8060, 0.1969, 0.0897], [4.5045, 0.0906, -2.3891], [2.4748, -1.0620, -3.2791], [-5.9944, 2.2793, 0.0984], [-5.6936, 1.3011, -1.3620], [-5.8722, -0.9185, 1.9413], [-1.0041, 0.2872, 1.9507], [1.0041, 1.6738, 2.3892]], "homo_lumo_gap_ha": 0.3022, "largest_force_ev_per_a": 1.34, "e_lumo_ev": -0.03, "mol_weight_g_mol": 422.466, "spin_multiplicity": 1, "smiles": "COc1ccc(-n2c(COc3cccc4cccnc34)nnc2SCC(=O)O)cc1"}